The following is a quantum chemistry calculation of 2 unconnected molecules or ions with the total composition C2H3FO3S in a non-equilibrium geometry, from OMol25.

Output
Kohn-Sham gap (alpha / beta) (eV): 8.35 / 7.72

CARTESIAN COORDINATES (ANGSTROEM)
1 C -0.908 -0.076 0.229
2 C 0.442 0.047 -0.212
3 O -1.932 0.532 -0.116
4 O -5.009 0.290 -1.422
5 O -5.165 0.941 1.041
6 F -4.474 -1.393 0.374
7 S -4.575 0.274 -0.087
8 H -1.120 -0.685 1.205
9 H 1.371 -0.349 0.131
10 H 0.444 0.880 -0.858